[1]
The following is a quantum chemistry calculation of a molecular structure, C27H41BrCdN2P2 at a distorted geometry, from the Open Molecules 2025 dataset.

Summary:
Total charge: +2
ΔE to the lowest compared entry with this formula, charge and spin: 0.000 eV
LUMO energy: -6.1269 eV
HOMO: -14.000 eV
Frontier orbital gap: 7.873 eV

CARTESIAN COORDINATES (ANGSTROEM)
C 2.535 4.376 -0.523
C 1.418 3.891 -1.244
C 1.662 3.642 -2.617
C 2.947 3.838 -3.148
N 3.994 4.255 -2.441
C 3.782 4.519 -1.156
C 0.138 3.689 -0.539
C -0.966 3.707 0.028
C -2.031 3.057 0.816
C -1.712 1.946 1.631
C -2.703 1.045 2.081
C -4.045 1.320 1.829
C -4.403 2.570 1.299
C -3.397 3.402 0.770
Cd -0.838 -0.782 1.536
P 1.668 -0.666 0.623
H 0.864 3.291 -3.266
H 2.432 4.633 0.531
H 3.153 3.621 -4.191
H 4.649 4.838 -0.577
H -3.697 4.310 0.272
H -0.665 1.760 1.912
H -5.453 2.837 1.212
H -2.483 0.091 2.610
C 2.459 -2.358 0.793
C 3.614 -2.653 -0.154
H 1.644 -3.088 0.640
H 2.775 -2.481 1.845
H 3.930 -3.696 -0.035
H 3.333 -2.526 -1.206
H 4.498 -2.038 0.055
C 1.730 -0.065 -1.145
C 3.074 0.288 -1.743
H 1.091 0.830 -1.120
H 1.188 -0.799 -1.758
H 2.938 0.489 -2.809
H 3.480 1.207 -1.311
H 3.810 -0.515 -1.658
C 2.767 0.593 1.450
C 4.254 0.279 1.483
H 2.375 0.690 2.477
H 2.563 1.548 0.935
H 4.752 1.039 2.094
H 4.461 -0.700 1.932
H 4.716 0.322 0.489
Br -5.328 -0.110 2.195
P -1.826 -1.880 -0.539
C -0.791 -2.670 -1.828
C -1.241 -3.937 -2.542
H 0.158 -2.864 -1.311
H -0.604 -1.882 -2.566
H -0.395 -4.332 -3.123
H -1.548 -4.743 -1.871
H -2.057 -3.768 -3.253
C -3.083 -3.148 -0.026
C -4.346 -3.341 -0.863
H -3.354 -2.854 1.001
H -2.511 -4.091 0.038
H -5.009 -4.032 -0.327
H -4.904 -2.410 -1.015
H -4.119 -3.777 -1.844
C -2.743 -0.559 -1.477
C -3.149 -0.902 -2.899
H -2.051 0.299 -1.463
H -3.600 -0.281 -0.847
H -3.677 -0.046 -3.328
H -2.293 -1.100 -3.549
H -3.812 -1.768 -2.952
C 0.049 -0.066 6.390
C -0.073 -0.625 5.045
N -0.234 -0.953 3.937
H 0.968 -0.366 6.882
H -0.765 -0.376 7.041
H 0.037 1.022 6.388



[2]
The following is a quantum chemistry calculation of a molecular structure, C44H51BeN3OP2S5Te, from the Open Molecules 2025 dataset.

Summary:
Total charge: -1
ΔE to the lowest compared entry with this formula, charge and spin: 0.250 eV
2S+1: 2
LUMO energy (spin up / spin down): 2.0753 / 2.0755 eV
HOMO (spin up / spin down): -3.077 / -5.370 eV
Frontier orbital gap (spin up / spin down): 5.153 / 7.445 eV

CARTESIAN COORDINATES (ANGSTROEM)
Be 1.460 -0.002 0.096
S 6.048 -0.700 -4.873
C 4.697 -0.657 -3.933
S 3.885 -2.061 -3.343
C 2.604 -1.238 -2.485
C 2.646 0.106 -2.490
S 1.445 1.075 -1.713
S 3.980 0.815 -3.363
S 1.268 -2.148 -1.835
C 4.199 2.217 -0.162
P 3.212 1.290 1.067
C 2.275 2.650 1.858
N 2.981 3.708 2.284
C 2.258 4.722 2.863
C 2.926 5.849 3.360
C 2.228 6.889 3.948
C 0.839 6.827 4.050
C 0.157 5.727 3.563
C 0.842 4.658 2.965
N 0.141 3.587 2.478
C 0.885 2.591 1.949
P -0.027 1.240 1.173
C -1.135 2.125 0.017
C -1.231 0.551 2.426
C -2.298 1.566 2.852
C -0.432 0.114 3.655
C -1.935 -0.639 1.768
C 4.553 0.838 2.330
C 3.857 0.621 3.675
C 5.633 1.913 2.507
C 5.280 -0.425 1.856
H 4.634 3.088 0.324
H 3.536 2.547 -0.959
H 4.981 1.585 -0.586
H 4.005 5.878 3.265
H 2.762 7.753 4.327
H 0.292 7.642 4.508
H -0.923 5.661 3.625
H -1.552 2.987 0.537
H -1.934 1.468 -0.329
H -0.577 2.467 -0.851
H -1.849 2.486 3.215
H -2.901 1.116 3.649
H -2.971 1.810 2.029
H 0.025 0.977 4.143
H 0.354 -0.596 3.398
H -1.101 -0.372 4.371
H -2.378 -0.369 0.807
H -2.743 -0.990 2.417
H -1.258 -1.469 1.594
H 3.527 1.576 4.087
H 4.556 0.164 4.384
H 2.983 -0.024 3.590
H 5.197 2.873 2.764
H 6.240 2.027 1.607
H 6.301 1.592 3.314
H 4.641 -1.298 1.771
H 6.076 -0.666 2.567
H 5.751 -0.261 0.883
C -8.397 -1.567 -3.264
C -6.913 -1.431 -3.048
C -6.113 -0.761 -3.960
C -4.738 -0.629 -3.777
C -3.950 0.123 -4.812
C -4.141 -1.201 -2.643
Te -2.035 -1.037 -2.324
N 1.375 -1.672 -0.152
C 0.776 -2.690 0.538
O 0.096 -3.558 -0.001
C 1.043 -2.822 2.008
C 0.168 -3.571 2.792
C 0.470 -3.824 4.118
C 1.670 -3.371 4.660
C 2.557 -2.655 3.873
C 2.230 -2.370 2.553
C -1.517 -2.129 -4.062
C -2.156 -3.347 -4.270
C -1.848 -4.131 -5.371
C -0.874 -3.704 -6.261
C -0.227 -2.498 -6.046
C -0.533 -1.686 -4.953
C 0.216 -0.396 -4.767
C -4.936 -1.884 -1.710
C -4.368 -2.506 -0.460
C -6.307 -1.983 -1.929
H -8.720 -1.004 -4.139
H -8.955 -1.202 -2.400
H -8.675 -2.613 -3.414
H -6.568 -0.318 -4.840
H -4.617 0.609 -5.524
H -3.286 -0.544 -5.365
H -3.322 0.883 -4.343
H -0.734 -3.957 2.336
H -0.221 -4.388 4.732
H 1.913 -3.586 5.693
H 3.499 -2.314 4.282
H 2.887 -1.800 1.917
H -2.900 -3.685 -3.560
H -2.357 -5.075 -5.522
H -0.610 -4.313 -7.117
H 0.540 -2.171 -6.738
H 0.671 -0.079 -5.705
H 1.012 -0.507 -4.025
H -0.439 0.395 -4.403
H -4.161 -1.745 0.296
H -3.428 -3.023 -0.654
H -5.079 -3.212 -0.030
H -6.914 -2.514 -1.202



[3]
The following is a quantum chemistry calculation of a molecular structure, CN2O2S2 at a distorted geometry, from the Open Molecules 2025 dataset.

Summary:
ΔE to the lowest compared entry with this formula, charge and spin: 2.362 eV
LUMO energy (spin up / spin down): -3.8633 / -3.6817 eV
HOMO (spin up / spin down): -10.584 / -10.726 eV
Frontier orbital gap (spin up / spin down): 6.721 / 7.045 eV

CARTESIAN COORDINATES (ANGSTROEM)
C 2.509 0.123 -0.063
N 3.215 0.945 -0.454
N -1.938 -0.137 -0.050
O -1.687 -1.123 -0.663
O -2.989 0.295 0.315
S 1.470 -1.025 0.517
S -0.580 0.922 0.398



[4]
The following is a quantum chemistry calculation of 3 unconnected molecules or ions with the total composition C5H10O2, from the Open Molecules 2025 dataset.

Summary:
Structure (SMILES): C=C1COC1.[H][H].C=O
ΔE to the lowest compared entry with this formula, charge and spin: 4.774 eV
LUMO energy: 0.8499 eV
HOMO: -9.481 eV
Frontier orbital gap: 10.331 eV

CARTESIAN COORDINATES (ANGSTROEM)
C -0.749 1.024 -1.196
C 0.370 0.662 -0.589
C 1.605 -0.086 -1.014
O 2.244 0.229 0.234
C 1.097 0.977 0.695
H -1.422 1.756 -0.760
H -1.005 0.614 -2.170
H 2.087 0.407 -1.867
H 1.545 -1.166 -1.205
H 0.678 0.553 1.617
H 1.314 2.041 0.852
H 0.168 -1.914 1.875
H 0.728 -1.872 1.386
C -2.100 -0.570 0.672
O -1.892 0.002 1.713
H -2.918 -0.275 -0.015
H -1.492 -1.430 0.336



[5]
The following is a quantum chemistry calculation of 2 unconnected molecules or ions with the total composition C5H9N at a distorted geometry, from the Open Molecules 2025 dataset.

Summary:
Structure (SMILES): C=C(C)C.C#N
ΔE to the lowest compared entry with this formula, charge and spin: 2.299 eV
LUMO energy: 0.9071 eV
HOMO: -8.919 eV
Frontier orbital gap: 9.826 eV

CARTESIAN COORDINATES (ANGSTROEM)
C -0.329 -0.618 -1.288
C -0.297 -0.841 0.050
C -0.977 0.083 0.982
C 0.576 -1.850 0.657
H -0.122 -1.288 -2.151
H -0.802 0.249 -1.515
H -1.975 -0.290 1.236
H -1.148 1.141 0.804
H -0.475 -0.028 1.913
H 1.072 -2.625 0.080
H -0.093 -2.521 1.406
H 1.341 -1.394 1.370
C 1.068 3.262 -1.127
N 0.003 3.580 -1.415
H 2.159 3.139 -1.003



[6]
The following is a quantum chemistry calculation of 2 unconnected molecules or ions with the total composition C2H7OS at a distorted geometry, from the Open Molecules 2025 dataset.

Summary:
ΔE to the lowest compared entry with this formula, charge and spin: 0.170 eV
2S+1: 2
LUMO energy (spin up / spin down): 0.8939 / -2.1988 eV
HOMO (spin up / spin down): -9.687 / -9.288 eV
Frontier orbital gap (spin up / spin down): 10.581 / 7.089 eV

CARTESIAN COORDINATES (ANGSTROEM)
C -0.418 -1.061 1.928
C -0.510 0.195 1.079
S -0.866 0.003 -0.661
H -1.130 -1.821 1.609
H 0.529 -1.528 1.680
H -0.392 -0.897 2.991
H -1.314 0.837 1.456
H 0.394 0.804 1.143
H 1.467 0.542 -2.068
H 1.757 0.924 -0.739
O 2.219 0.625 -1.532



[7]
The following is a quantum chemistry calculation of a molecular structure, C15H14N5O5SW at a distorted geometry, from the Open Molecules 2025 dataset.

Summary:
Total charge: +3
ΔE to the lowest compared entry with this formula, charge and spin: 0.263 eV
LUMO energy: -12.0343 eV
HOMO: -19.792 eV
Frontier orbital gap: 7.758 eV

CARTESIAN COORDINATES (ANGSTROEM)
W 0.137 -0.132 -0.029
C -2.536 1.638 2.619
C -1.264 1.017 2.242
N -0.582 1.359 1.160
N -1.143 1.461 -0.096
C -0.563 2.157 -1.176
N -0.426 3.444 -1.231
S -0.136 0.943 -2.295
C -0.602 -0.093 2.928
C -0.777 -0.397 4.260
C -0.087 -1.490 4.795
C 0.719 -2.238 3.963
C 0.828 -1.890 2.614
N 0.194 -0.842 2.102
H -3.153 1.743 1.719
H -2.350 2.655 2.988
H -3.065 1.071 3.379
H -0.775 4.053 -0.500
H -0.038 3.888 -2.059
H -1.424 0.208 4.882
H -0.193 -1.743 5.842
H 1.265 -3.098 4.329
H 1.445 -2.476 1.945
O -2.349 -3.279 -0.235
C -1.399 -2.637 -0.453
O -1.341 -1.240 -0.116
C -0.067 -3.007 -1.021
C 0.280 -4.185 -1.654
C 1.583 -4.295 -2.147
C 2.490 -3.244 -1.998
C 2.052 -2.108 -1.343
N 0.810 -2.017 -0.870
C 2.823 -0.851 -1.101
O 3.916 -0.554 -1.372
O 1.934 0.064 -0.422
H -0.447 -4.979 -1.768
H 1.888 -5.199 -2.659
H 3.500 -3.297 -2.384
O 2.212 1.274 2.246
H 2.689 2.069 1.973
H 2.783 0.907 2.934



[8]
The following is a quantum chemistry calculation of 8 unconnected molecules or ions with the total composition C36H94N6O11 at a distorted geometry, from the Open Molecules 2025 dataset.

Summary:
Total charge: +1
2S+1: 2
LUMO energy (spin up / spin down): -2.6172 / -7.7846 eV
HOMO (spin up / spin down): -9.920 / -9.920 eV
Frontier orbital gap (spin up / spin down): 7.303 / 2.136 eV

CARTESIAN COORDINATES (ANGSTROEM)
C 5.108 -12.568 -12.256
O 5.234 -11.133 -12.010
C 4.913 -10.174 -13.036
C 5.373 -8.838 -12.703
N 4.453 -8.078 -11.809
C 4.266 -8.938 -10.637
C 3.380 -8.206 -9.536
O 3.995 -7.172 -8.794
C 3.299 -5.968 -8.519
H 4.033 -12.705 -12.377
H 5.470 -12.980 -11.314
H 5.743 -12.827 -13.102
H 3.854 -10.153 -13.290
H 5.462 -10.370 -13.958
H 5.504 -8.190 -13.570
H 6.328 -8.903 -12.182
H 4.881 -7.223 -11.481
H 5.248 -9.141 -10.210
H 3.801 -9.880 -10.928
H 2.923 -8.897 -8.826
H 2.592 -7.717 -10.109
H 2.437 -6.029 -7.855
H 3.077 -5.456 -9.455
H 3.985 -5.291 -8.010
C 6.156 -18.143 -18.447
O 6.748 -18.678 -17.269
C 7.474 -19.863 -17.496
C 8.016 -20.260 -16.099
N 8.818 -19.292 -15.464
C 9.356 -19.567 -14.053
C 8.249 -19.980 -13.020
O 7.622 -21.249 -13.155
C 8.440 -22.328 -12.692
H 5.276 -18.643 -18.850
H 6.646 -17.788 -19.354
H 5.791 -17.157 -18.158
H 8.288 -19.808 -18.219
H 6.778 -20.631 -17.833
H 8.682 -21.114 -15.978
H 7.171 -20.579 -15.489
H 8.286 -18.433 -15.454
H 9.983 -18.743 -13.711
H 10.116 -20.344 -14.137
H 7.380 -19.324 -13.079
H 8.606 -19.782 -12.009
H 9.445 -22.125 -12.321
H 8.595 -23.031 -13.510
H 7.983 -22.790 -11.817
C -3.140 -22.730 -10.043
O -3.164 -23.976 -10.785
C -2.097 -24.115 -11.634
C -0.599 -24.281 -10.958
N 0.458 -23.952 -11.947
C 0.248 -22.690 -12.668
C 1.446 -22.236 -13.381
O 1.467 -22.837 -14.649
C 2.613 -22.822 -15.331
H -3.191 -21.778 -10.572
H -2.259 -22.844 -9.411
H -4.034 -22.809 -9.425
H -2.151 -23.315 -12.373
H -2.293 -24.951 -12.305
H -0.486 -25.340 -10.724
H -0.562 -23.820 -9.971
H 0.549 -24.696 -12.624
H -0.070 -21.876 -12.016
H -0.496 -22.700 -13.465
H 2.347 -22.457 -12.809
H 1.581 -21.158 -13.469
H 3.419 -23.212 -14.709
H 3.054 -21.877 -15.647
H 2.565 -23.302 -16.308
C 0.791 -11.408 -14.009
C 0.056 -12.269 -14.975
C 0.109 -13.764 -14.683
O 1.407 -14.321 -14.591
C 2.083 -14.427 -15.857
N -1.289 -11.731 -15.017
H 0.315 -11.376 -13.029
H 0.938 -10.360 -14.273
H 1.735 -11.944 -13.915
H 0.343 -12.098 -16.013
H -0.484 -14.274 -15.443
H -0.344 -13.928 -13.705
H 3.001 -14.995 -15.709
H 2.138 -13.372 -16.125
H 1.528 -14.927 -16.650
H -1.661 -11.703 -14.078
H -1.871 -12.420 -15.472
C -1.231 -20.370 -20.729
C 0.063 -19.884 -20.064
C -0.116 -19.458 -18.598
O 1.110 -19.082 -18.038
C 1.240 -19.193 -16.648
N 1.105 -20.914 -20.158
H -1.053 -20.497 -21.797
H -2.055 -19.701 -20.482
H -1.391 -21.396 -20.395
H 0.404 -19.023 -20.638
H -0.412 -20.275 -17.941
H -0.675 -18.521 -18.604
H 1.053 -20.189 -16.245
H 0.455 -18.572 -16.217
H 2.234 -18.881 -16.327
H 1.482 -20.833 -21.092
H 1.814 -20.508 -19.564
C 3.880 -16.226 -12.745
C 2.524 -16.792 -12.878
C 2.449 -18.196 -12.494
O 3.038 -19.020 -13.490
C 4.082 -19.795 -13.028
N 1.682 -15.954 -12.057
H 4.527 -16.828 -13.383
H 4.345 -16.162 -11.762
H 3.972 -15.219 -13.151
H 2.298 -16.754 -13.944
H 1.456 -18.575 -12.254
H 3.007 -18.315 -11.566
H 4.598 -20.162 -13.915
H 3.757 -20.613 -12.385
H 4.828 -19.315 -12.394
H 0.774 -16.396 -12.032
H 1.447 -15.133 -12.595
C -0.893 -19.992 -10.069
C -1.073 -19.150 -8.760
C -0.114 -19.503 -7.590
O -0.999 -17.737 -8.940
H -1.591 -19.705 -10.856
H -0.990 -21.067 -9.912
H 0.066 -19.752 -10.529
H -2.123 -19.271 -8.497
H -0.017 -20.583 -7.476
H -0.491 -19.069 -6.664
H 0.841 -18.996 -7.731
H -0.129 -17.341 -8.853
C 3.704 -17.164 -7.747
C 2.504 -16.400 -8.215
C 2.679 -14.928 -8.360
O 1.874 -17.012 -9.339
H 3.359 -18.058 -7.227
H 4.129 -16.648 -6.886
H 4.362 -17.418 -8.579
H 1.833 -16.658 -7.395
H 3.357 -14.678 -9.176
H 2.993 -14.537 -7.391
H 1.779 -14.372 -8.624
H 2.092 -16.448 -10.085



E_tot, respectively: -4586.7954 -4903.3962 -1094.2722 -346.8500 -250.5825 -553.7662 -1694.2957 -2583.5182 Ha.